The following is a DFT calculation (ωB97M-V/def2-TZVPD) of a structure of composition C5H11NO3S at a distorted geometry.

Positions of all 21 atoms, in Å:
C 0.571 -0.081 -0.994
C 0.009 -0.710 0.283
C -1.060 0.147 0.934
C -0.655 -2.043 -0.220
C 1.743 2.008 -0.132
N 1.724 0.680 -0.680
O 3.194 -1.322 -0.673
O 3.536 0.342 1.098
O 0.952 -0.841 1.246
S 2.714 -0.304 0.162
H 0.941 -0.814 -1.625
H -0.167 0.462 -1.472
H -1.324 -0.348 1.858
H -1.850 0.099 0.276
H -0.600 1.099 1.109
H -1.350 -2.380 0.523
H -0.015 -2.899 -0.300
H -1.252 -1.887 -1.030
H 2.793 2.446 0.010
H 0.996 2.702 -0.680
H 1.212 1.972 0.850

Properties
Kohn-Sham gap: 0.3630 Ha
E_LUMO: 0.08 eV

Mulliken atomic charge list, values in e, 2 entries:
1. C -1.52
2. C 2.04

***

The following is a DFT calculation (ωB97M-V/def2-TZVPD) of the molecule C5H11NO4 at a distorted geometry.

Positions of all 21 atoms, in Å:
C -1.577 1.050 1.277
O -1.461 0.352 0.046
C -0.251 0.796 -0.920
O -0.125 2.177 -1.003
C 0.937 0.079 -0.285
N 1.615 0.849 0.735
O 1.864 -0.348 -1.272
C 0.246 -1.224 0.412
C -0.529 -2.188 -0.456
O 0.773 -1.638 1.453
H -1.210 2.080 1.221
H -1.006 0.538 2.055
H -2.634 1.079 1.553
H -0.525 0.364 -1.884
H -0.717 2.477 -1.710
H 2.123 1.605 0.282
H 2.212 0.230 1.278
H 2.466 -0.958 -0.814
H -0.141 -3.200 -0.319
H -0.489 -1.952 -1.520
H -1.571 -2.169 -0.131

Properties
Kohn-Sham gap: 0.3686 Ha
E_LUMO: 0.52 eV

Mulliken atomic charge list, values in e, 2 entries:
1. C -0.65
2. O -0.46

***

The following is a DFT calculation (ωB97M-V/def2-TZVPD) of a structure of composition C5H11NO4 at a distorted geometry.

Positions of all 21 atoms, in Å:
C 0.245 0.454 -1.282
C 1.606 0.296 0.504
C 0.802 -0.678 1.381
C -0.562 -1.079 0.609
C -0.939 0.200 -0.384
H 1.035 -0.240 -3.187
H -0.702 0.461 -3.528
H 0.092 1.725 -1.508
H 1.256 1.494 0.714
H 2.969 0.148 0.761
H 1.315 -1.379 1.328
H -0.377 -0.410 2.937
H 0.084 -1.914 -0.063
H -1.977 -0.464 1.604
H -1.876 -0.120 -1.095
H -1.946 1.928 -0.049
N 0.003 -0.126 -2.561
O 1.405 0.089 -0.908
O 0.518 -0.098 2.687
O -1.613 -1.332 1.530
O -1.337 1.043 0.511

Properties
Kohn-Sham gap: 0.3303 Ha
E_LUMO: 0.13 eV

Mulliken atomic charge list, values in e, 2 entries:
1. C 0.67
2. C -0.50

***

The following is a DFT calculation (ωB97M-V/def2-TZVPD) of a cluster of 2 separate species, C5H11NO4P in total at a distorted geometry.

Positions of all 22 atoms, in Å:
C -0.660 2.602 -0.104
C -2.408 -0.771 0.702
C -1.865 0.317 -0.221
C 5.125 0.424 0.543
C -0.723 1.123 0.391
N 0.832 0.474 -1.708
O -1.689 3.269 -0.175
O 0.517 2.933 -0.384
O 1.029 -0.978 0.340
O 6.311 0.245 0.437
P 1.047 0.670 0.002
H -3.202 -1.337 0.210
H -1.624 -1.463 0.997
H -2.820 -0.327 1.608
H -2.665 1.027 -0.451
H -1.535 -0.129 -1.166
H 4.690 1.406 0.785
H 4.381 -0.373 0.405
H -0.836 1.154 1.483
H 0.531 1.376 -2.062
H 1.739 0.283 -2.128
H 0.356 -1.397 -0.202

Properties
Kohn-Sham gap: 0.2829 Ha
net charge: -1
E_LUMO: 3.37 eV

Mulliken atomic charge list, values in e, 2 entries:
1. C 0.33
2. C -1.19